Record 1
8
Properties=species:S:1:pos:R:3:forces:R:3 method="wB97M-V/def2-TZVPD" molar_mass_da=175.94 total_charge=-1 homo_energy_ev=-4.17 energy_ha=-2952.189620 relative_energy_kcal_mol=3.74 multiplicity=1
C 0.8791 -0.6455 -2.2079 -0.56 -2.81 -0.67
C 0.0167 0.4854 0.5075 0.57 1.33 -0.24
C 0.4602 1.6217 0.1981 -0.85 -1.99 0.18
C -0.4232 -0.6682 0.9227 0.59 0.02 -0.48
O 0.6323 -1.7537 -2.4105 0.59 2.84 0.61
O 0.9001 2.6117 -0.2215 0.72 1.81 -0.36
O -0.2634 -1.8216 0.7994 -0.95 -0.67 0.84
Br -2.2018 0.1702 2.4120 -0.11 -0.53 0.11

Record 2
12
Properties=species:S:1:pos:R:3:forces:R:3 method="wB97M-V/def2-TZVPD" molar_mass_da=82.10 total_charge=0 homo_energy_ev=-8.66 energy_ha=-269.195048 relative_energy_kcal_mol=94.87 multiplicity=1
O -1.4775 1.3880 -0.8196 0.00 -0.16 0.08
C -1.7598 0.5121 0.1069 0.25 -0.04 -0.36
C -0.9523 -0.7555 -0.0776 -0.08 -0.06 0.03
C 0.2800 -0.6303 0.8499 0.10 -0.02 0.05
C 1.3201 0.2256 0.2675 0.29 0.27 -0.18
C 2.1551 0.9322 -0.2364 -0.30 -0.24 0.20
H -0.8104 1.0771 -1.4749 -0.10 0.02 0.13
H -0.0405 -0.2078 1.8080 0.05 -0.05 -0.06
H -0.6157 -0.9321 -1.1159 -0.07 0.09 0.14
H -1.5534 -1.6115 0.2435 0.07 0.15 0.00
H 0.6968 -1.6212 1.0590 -0.06 0.15 -0.08
H 2.9091 1.5638 -0.6539 -0.15 -0.13 0.06